Model P:
Entry from the OMol25 dataset: a single C3H4N2OS molecule (the ωB97M-V functional and the def2-TZVPD basis).

## Properties
Kohn-Sham gap = 0.3227 Ha
E_HOMO = -7.944 eV

Geometry as ORCA input:
```
! RIJCOSX wB97M-V def2-TZVPD def2/J DEFGRID3
* xyz 0 1
C -0.237 -1.450 0.029
C -1.480 -0.932 -0.006
C -0.087 0.822 0.057
H 2.463 0.975 -0.068
H 0.140 -2.433 0.088
H -2.432 -1.423 -0.128
H -0.316 2.733 -0.088
N 0.633 -0.344 0.111
N 0.399 1.992 0.036
O -1.409 0.434 -0.016
S 2.327 -0.373 -0.016
*
```



Model Q:
Entry from the OMol25 dataset: a single C3H4N2OS molecule (the ωB97M-V functional and the def2-TZVPD basis).

## Properties
Kohn-Sham gap = 0.2976 Ha
E_HOMO = -7.889 eV

Geometry as ORCA input:
```
! RIJCOSX wB97M-V def2-TZVPD def2/J DEFGRID3
* xyz 0 1
C -0.620 0.283 -0.219
C 0.340 -0.433 -0.702
C 1.181 0.286 1.298
H -2.577 0.999 -0.234
H -2.158 -0.038 -1.485
H 0.259 -1.388 -1.589
H 2.260 -1.251 -0.100
N -1.812 0.681 -0.865
N 1.515 -0.259 0.137
O -0.196 0.728 0.954
S 1.807 0.391 2.806
*
```



Model R:
Entry from the OMol25 dataset: 2 unconnected molecules or ions with the total composition C3H4N2OS (the ωB97M-V functional and the def2-TZVPD basis).

## Properties
Kohn-Sham gap (alpha / beta) = 0.2710 / 0.2710 Ha
E_HOMO (alpha / beta) = -7.991 / -7.992 eV

Geometry as ORCA input:
```
! RIJCOSX wB97M-V def2-TZVPD def2/J DEFGRID3
* xyz 0 1
C 1.506 -0.832 0.029
C 1.854 0.303 0.622
C -0.058 0.660 -0.241
N 0.295 -0.571 -0.522
N -2.725 0.924 0.208
O 0.880 1.222 0.404
S -3.774 -0.221 0.180
H 1.885 -1.830 0.014
H 2.877 0.557 1.101
H -0.209 -1.422 -1.018
H -2.532 1.210 -0.777
*
```



Of them, model R has the lowest stability.



Model P:
Entry from the OMol25 dataset: a single C3H4N2O molecule (the ωB97M-V functional and the def2-TZVPD basis).

## Properties
Kohn-Sham gap (alpha / beta) = 0.2024 / 0.2456 Ha
E_HOMO (alpha / beta) = -4.618 / -9.169 eV

Geometry as ORCA input:
```
! RIJCOSX wB97M-V def2-TZVPD def2/J DEFGRID3
* xyz 0 3
C 2.225 1.300 0.066
C 1.188 0.413 -0.079
C 2.537 -0.100 -0.047
N -0.429 -1.335 0.040
N -0.098 0.026 -0.054
O 3.276 -1.030 0.004
H 2.452 2.439 0.044
H -0.262 -1.940 -0.761
H -0.430 -1.803 1.020
H -0.931 0.504 0.349
*
```



Model Q:
Entry from the OMol25 dataset: a molecular structure, C3H4N2O (the ωB97M-V functional and the def2-TZVPD basis).

## Properties
Kohn-Sham gap (alpha / beta) = 0.2868 / 0.2673 Ha
E_HOMO (alpha / beta) = -6.919 / -9.157 eV

Geometry as ORCA input:
```
! RIJCOSX wB97M-V def2-TZVPD def2/J DEFGRID3
* xyz 0 3
C -0.199 -0.030 -0.629
C 0.405 1.776 0.911
C -0.205 -1.369 -0.761
N 0.105 0.469 0.614
N -0.719 1.866 1.430
O -0.145 -2.325 0.181
H -0.258 0.737 -1.551
H 1.341 2.224 0.684
H -0.023 -1.747 0.941
H -0.303 -1.602 -1.819
*
```



Of them, model P has the lowest stability.



Model P:
Entry from the OMol25 dataset: 2 unconnected molecules or ions with the total composition C5H9O3 (the ωB97M-V functional and the def2-TZVPD basis).

## Properties
Kohn-Sham gap = 0.3091 Ha
E_HOMO = -4.748 eV

Geometry as ORCA input:
```
! RIJCOSX wB97M-V def2-TZVPD def2/J DEFGRID3
* xyz -1 1
O 0.246 -2.383 0.141
C -0.422 -1.361 0.427
O -1.143 -1.194 1.440
C -0.510 -0.295 -0.694
C -0.602 1.147 -0.234
C 0.165 2.193 -1.043
C 1.432 1.957 -1.377
H -1.299 -0.611 -1.393
H 0.392 -0.457 -1.292
H -0.377 1.139 0.837
H -1.663 1.399 -0.302
H -0.292 3.152 -1.237
H 1.984 1.031 -1.341
H 1.949 2.824 -1.790
H 0.404 -3.183 2.069
H -0.453 -2.317 2.772
O 0.189 -3.041 3.016
*
```



Model Q:
Entry from the OMol25 dataset: 2 unconnected molecules or ions with the total composition C5H9O3 (the ωB97M-V functional and the def2-TZVPD basis).

## Properties
Kohn-Sham gap = 0.2845 Ha
E_HOMO = -4.093 eV

Geometry as ORCA input:
```
! RIJCOSX wB97M-V def2-TZVPD def2/J DEFGRID3
* xyz -1 1
O 0.259 -0.891 -1.490
C 0.494 0.360 -1.467
O 1.218 0.847 -2.362
C 0.092 1.273 -0.164
C 0.283 0.588 1.197
C -0.906 0.910 2.041
C -0.911 1.319 3.354
H -0.949 1.478 -0.217
H 0.586 2.246 -0.054
H 1.307 0.808 1.507
H 0.387 -0.520 1.212
H -2.001 0.827 1.671
H 0.045 1.409 3.863
H -1.683 1.360 4.000
H 0.423 -3.554 -1.630
H -0.551 -2.628 -1.117
O -0.461 -3.473 -1.023
*
```



Model R:
Entry from the OMol25 dataset: 2 unconnected molecules or ions with the total composition C5H9O3 (the ωB97M-V functional and the def2-TZVPD basis).

## Properties
Kohn-Sham gap = 0.3049 Ha
E_HOMO = -4.177 eV

Geometry as ORCA input:
```
! RIJCOSX wB97M-V def2-TZVPD def2/J DEFGRID3
* xyz -1 1
O 0.425 0.940 0.818
C 0.499 0.124 1.766
O -0.065 -0.994 1.799
C 1.366 0.501 2.964
H 0.972 0.035 3.872
H 2.406 0.179 2.862
H 1.387 1.579 3.129
C -0.692 1.711 -2.091
C -0.573 0.238 -2.388
C -0.742 -0.662 -1.419
O -0.311 -1.980 -1.480
H -1.506 2.169 -2.670
H -0.847 1.855 -1.026
H 0.195 2.276 -2.388
H -0.264 -0.079 -3.380
H -1.204 -0.451 -0.464
H 0.306 -2.027 -0.738
*
```



Model S:
Entry from the OMol25 dataset: 2 unconnected molecules or ions with the total composition C5H9O3 (the ωB97M-V functional and the def2-TZVPD basis).

## Properties
Kohn-Sham gap = 0.2950 Ha
E_HOMO = -4.201 eV

Geometry as ORCA input:
```
! RIJCOSX wB97M-V def2-TZVPD def2/J DEFGRID3
* xyz -1 1
O 1.154 -0.088 0.218
C 1.292 -1.343 0.437
O 0.501 -2.065 1.088
C 2.534 -1.955 -0.211
H 2.623 -3.021 0.018
H 2.413 -1.958 -1.321
H 3.383 -1.493 0.203
C -0.399 2.297 -0.082
C -1.734 1.634 -0.079
C -1.874 0.286 0.192
O -3.059 -0.288 -0.124
H -0.348 3.333 0.343
H 0.370 1.634 0.382
H -0.109 2.428 -1.108
H -2.676 2.137 -0.399
H -1.091 -0.285 0.602
H -2.980 -1.252 -0.162
*
```



Of them, model Q has the lowest stability.



Model P:
Entry from the OMol25 dataset: a single C3H4I2 molecule (the ωB97M-V functional and the def2-TZVPD basis).

## Properties
Kohn-Sham gap (alpha / beta) = 0.2820 / 0.2946 Ha
E_HOMO (alpha / beta) = -8.058 / -8.381 eV

Geometry as ORCA input:
```
! RIJCOSX wB97M-V def2-TZVPD def2/J DEFGRID3
* xyz 0 1
C 0.090 -0.732 0.714
C -0.864 -0.695 -0.393
C 0.969 0.612 0.375
I -0.375 -1.115 -2.365
I 0.119 2.638 0.488
H -0.394 -0.541 1.722
H 0.966 -1.519 0.875
H -1.767 -0.099 -0.353
H 1.619 0.588 -0.482
*
```



Model Q:
Entry from the OMol25 dataset: a molecular structure, C3H4I2 (the ωB97M-V functional and the def2-TZVPD basis).

## Properties
Kohn-Sham gap = 0.3288 Ha
E_HOMO = -9.313 eV

Geometry as ORCA input:
```
! RIJCOSX wB97M-V def2-TZVPD def2/J DEFGRID3
* xyz 0 1
C 0.278 -0.628 0.650
C 0.729 0.624 -0.040
C -0.565 -0.018 -0.469
I -0.848 -0.709 -2.449
I -2.530 0.648 0.448
H 0.757 -1.495 0.607
H -0.219 -0.506 1.522
H 0.831 1.614 0.434
H 1.568 0.470 -0.704
*
```



Model R:
Entry from the OMol25 dataset: 2 unconnected molecules or ions with the total composition C3H4I2 (the ωB97M-V functional and the def2-TZVPD basis).

## Properties
Kohn-Sham gap (alpha / beta) = 0.3347 / 0.1729 Ha
E_HOMO (alpha / beta) = -9.736 / -7.948 eV

Geometry as ORCA input:
```
! RIJCOSX wB97M-V def2-TZVPD def2/J DEFGRID3
* xyz 0 1
C 1.536 -0.383 0.023
C 0.638 0.644 0.130
C -0.631 0.374 -0.147
I -3.322 -2.100 0.090
I -2.181 1.895 0.059
H 2.511 -0.223 0.389
H 1.257 -1.117 -0.609
H 1.066 1.487 0.710
H -0.873 -0.577 -0.645
*
```



Of them, model P has the lowest stability.